No. 1
88
Properties=species:S:1:pos:R:3:forces:R:3 method="wB97M-V/def2-TZVPD" gap_ev="8.29 / 6.40" homo_energy_ev="-13.243 / -13.239" spin_multiplicity=4 charge=+2
P 1.370816 0.917617 -1.863669 0.08 0.01 -0.53
C 1.135745 1.096688 -3.634378 -0.23 0.03 -0.33
C 1.109743 2.363979 -4.241411 0.01 -0.25 -0.05
H 1.159250 3.266791 -3.631753 0.01 -0.21 -0.20
C 1.019676 2.460375 -5.631912 -0.01 -0.13 0.11
H 1.001726 3.445590 -6.099140 0.00 -0.31 0.11
C 0.951234 1.302833 -6.413191 0.02 0.00 0.20
H 0.877486 1.382672 -7.500057 0.04 -0.03 0.38
C 0.973120 0.042199 -5.806538 -0.03 0.01 0.26
H 0.918555 -0.865338 -6.407781 0.01 0.29 0.12
C 1.060217 -0.067373 -4.416374 0.01 0.27 -0.22
H 1.073578 -1.049902 -3.942237 0.04 0.19 -0.21
C 1.043060 2.509961 -1.102328 -0.05 0.55 0.19
C -0.248515 3.062447 -1.217837 0.18 0.02 0.21
H -1.004973 2.550776 -1.818499 0.20 0.14 0.25
C -0.549525 4.263053 -0.573665 -0.06 -0.21 -0.27
H -1.565331 4.659702 -0.629124 0.35 -0.04 -0.04
C 0.448666 4.961734 0.109911 0.16 -0.09 0.08
H 0.218617 5.919065 0.585940 0.09 -0.35 -0.19
C 1.745081 4.445935 0.169934 0.00 0.00 0.06
H 2.537333 5.003721 0.670989 -0.25 -0.14 -0.12
C 2.043985 3.212666 -0.414404 -0.22 -0.06 -0.18
H 3.059085 2.811113 -0.373439 -0.27 0.14 0.06
C 3.091258 0.446750 -1.625898 0.49 -0.21 0.17
C 4.087742 1.022396 -2.436310 0.01 -0.08 0.13
H 3.814533 1.766233 -3.185887 0.12 -0.20 0.13
C 5.420781 0.638002 -2.281003 -0.22 0.07 0.04
H 6.186524 1.099168 -2.905988 -0.22 -0.17 0.18
C 5.771454 -0.324918 -1.329041 -0.23 0.01 0.09
H 6.816022 -0.620122 -1.210765 -0.35 0.08 -0.06
C 4.785329 -0.900170 -0.521185 -0.07 0.22 -0.11
H 5.048790 -1.640320 0.235008 -0.04 0.19 -0.25
C 3.449912 -0.514686 -0.668854 0.12 0.04 -0.05
H 2.680566 -0.944606 -0.028250 0.26 -0.05 -0.26
Re -1.709788 -1.842353 0.574112 -0.76 -1.15 -0.86
C -1.453686 -0.989812 2.399539 0.65 1.19 0.88
C -0.695309 0.142908 2.429569 -0.09 -1.10 0.48
H -1.892754 -1.350229 3.335984 -0.10 0.16 -0.17
C 0.055627 0.496594 1.170201 0.60 0.92 -0.26
O 1.461331 0.435299 1.501635 -0.18 0.45 -0.33
H 1.983096 0.808337 0.763736 -0.30 -0.10 0.59
C -0.277848 -0.436932 0.013616 -0.09 0.22 -0.08
H -0.221052 1.524279 0.856407 0.22 -0.23 0.17
C 0.237782 -0.328379 -1.239020 -0.09 0.07 0.44
Cl -2.019610 -2.838366 -1.586079 0.11 0.07 -0.07
P -0.273667 -3.673342 0.993856 1.35 -1.80 0.40
P -3.574118 -0.541040 -0.094517 -1.58 1.07 -0.67
C -0.820093 -5.307346 0.390661 -0.07 0.17 0.00
H -0.959587 -5.253104 -0.695285 0.05 -0.07 0.26
H -1.773641 -5.596413 0.845541 0.22 0.05 -0.09
H -0.048336 -6.047338 0.638594 -0.18 0.17 -0.05
C 1.390199 -3.508403 0.267787 0.16 -0.02 -0.07
H 1.983534 -2.800123 0.858722 -0.14 -0.14 -0.10
H 1.311966 -3.133590 -0.759939 0.01 -0.13 0.19
H 1.893079 -4.485426 0.259544 -0.10 0.28 0.02
C 0.055774 -3.928534 2.769549 0.08 -0.06 0.01
H -0.887804 -4.101160 3.301825 0.22 -0.01 -0.15
H 0.542370 -3.035374 3.181966 -0.07 -0.21 -0.09
H 0.716195 -4.797564 2.890035 -0.17 0.21 0.07
C -5.085711 -1.498258 -0.458297 0.00 0.05 0.01
H -5.530443 -1.884342 0.467777 0.12 0.16 -0.27
H -4.842004 -2.346526 -1.109856 -0.02 0.21 0.14
H -5.795659 -0.836603 -0.970436 0.09 -0.18 0.15
C -4.082356 0.695303 1.148361 -0.14 0.09 -0.03
H -3.259825 1.401506 1.326502 -0.18 -0.16 -0.09
H -4.324185 0.194038 2.093962 -0.01 0.08 -0.22
H -4.962180 1.241764 0.782553 0.19 -0.10 0.18
C -3.326593 0.447651 -1.604700 -0.04 0.08 -0.11
H -2.802914 -0.149727 -2.359777 -0.14 0.09 0.15
H -2.730186 1.338396 -1.374525 -0.14 -0.20 -0.02
H -4.305655 0.752546 -1.997669 0.29 0.01 0.06
P -0.373428 1.040661 3.979546 -0.03 -0.72 -1.59
C -1.618019 0.600716 5.188296 -0.19 0.05 0.21
C -0.471900 2.764364 3.508036 0.00 0.41 0.38
H -1.562510 -0.470196 5.424446 0.07 0.29 -0.04
H -2.621803 0.823914 4.803618 0.27 -0.01 0.05
H -1.453475 1.178861 6.107811 -0.02 -0.16 -0.20
H 0.304148 3.001455 2.766913 -0.13 -0.12 0.25
H -0.342610 3.388507 4.401562 -0.01 0.04 -0.29
H -1.457477 2.962989 3.063265 0.23 -0.08 0.18
C 1.262706 0.575683 4.531703 0.30 0.18 0.42
H 1.318093 -0.515821 4.637914 -0.12 0.27 0.00
H 1.477887 1.048272 5.498703 0.05 -0.12 -0.18
H 1.997074 0.882950 3.777528 -0.25 -0.03 0.22
H -0.101286 -1.052234 -1.986685 0.20 0.24 0.10
S -3.370809 -3.062299 1.875521 0.09 0.03 0.71
C -3.999817 -4.366209 1.040294 -1.38 -2.30 -1.56
N -4.494263 -5.293979 0.508729 1.22 2.14 1.16


No. 2
26
Properties=species:S:1:pos:R:3:forces:R:3 method="wB97M-V/def2-TZVPD" gap_ev=9.57 homo_energy_ev=-8.517 spin_multiplicity=1 charge=0
C 2.162812 1.243232 -0.866650 -0.32 0.09 0.19
C 1.788396 -0.044178 -0.156733 -1.96 -0.24 1.91
C 1.865397 -1.234058 -1.098043 -0.12 -0.01 0.18
C 0.195329 -0.061656 0.673530 4.63 0.24 -1.50
C 0.131561 -1.143386 1.709345 -0.08 0.05 -0.20
C -0.441793 1.289259 0.823727 0.09 0.13 -0.15
C -0.795009 0.331122 -0.278892 -5.49 -1.45 0.34
C -2.395396 -0.377513 -0.101141 2.90 1.16 -0.62
N -3.371000 0.600981 -0.468865 -0.33 0.74 -0.32
H 2.196805 2.087593 -0.179559 -0.02 0.06 0.00
H 1.456777 1.474694 -1.665555 -0.05 0.06 -0.05
H 3.152868 1.163498 -1.325665 -0.07 -0.13 0.06
H 2.466548 -0.192044 0.689204 0.10 -0.04 -0.10
H 2.854408 -1.317238 -1.558165 -0.04 0.10 0.03
H 1.682026 -2.168910 -0.570704 -0.08 -0.08 -0.02
H 1.131713 -1.136618 -1.900458 -0.03 -0.03 -0.03
H 0.169679 -2.130249 1.250419 0.00 -0.11 0.01
H 0.978440 -1.048338 2.390136 -0.02 -0.01 0.05
H -0.784312 -1.075795 2.293184 -0.05 -0.02 0.06
H 0.127247 2.183731 0.613776 0.06 -0.03 -0.11
H -1.192809 1.434823 1.592921 0.06 -0.15 0.09
H -0.652283 0.520786 -1.332789 0.39 0.10 0.02
H -2.386448 -1.201985 -0.814987 -0.18 0.00 0.08
H -2.544344 -0.773448 0.908571 0.36 0.00 -0.01
H -3.556165 1.287983 0.250979 0.05 -0.17 -0.10
H -4.240447 0.287714 -0.877587 0.20 -0.25 0.19


no.,molecular weight (g/mol)
1,850.36
2,127.23